ORCA calculation (ωB97M-V with the def2-TZVPD basis set) on a 13-piece molecular cluster, C69H174N10O23 overall.

Structure (XYZ):
```
276
Properties=species:S:1:pos:R:3:forces:R:3
C -1.729 -0.777 -0.168 1.01 0.43 -0.38
C -0.532 -0.058 0.517 -1.73 -0.95 1.32
C -1.054 1.116 1.323 0.11 0.66 0.02
O 0.135 -0.926 1.443 0.37 0.06 -0.82
H -2.651 -0.907 0.398 0.31 0.08 0.59
H -1.374 -1.753 -0.498 -0.24 -0.01 -0.22
H -2.006 -0.147 -1.013 -0.03 -0.28 -0.26
H 0.201 0.217 -0.241 0.03 0.15 0.05
H -1.502 1.880 0.688 0.38 0.34 -0.10
H -0.254 1.482 1.966 0.10 0.49 -0.28
H -1.857 0.883 2.022 -0.08 -0.75 -0.06
H -0.520 -1.150 2.109 -0.27 -0.34 0.59
C -5.277 0.049 2.670 -0.15 0.72 -0.60
C -5.115 -1.205 3.507 -0.22 -0.47 -1.06
C -4.827 -2.435 2.662 0.08 0.08 0.08
O -4.026 -1.011 4.398 -0.18 0.26 0.31
H -5.955 0.014 1.817 -0.40 -0.58 0.21
H -4.348 0.352 2.187 0.39 -0.19 0.30
H -5.617 0.901 3.259 0.04 0.06 0.25
H -5.991 -1.382 4.131 -0.36 -0.01 -0.18
H -3.889 -2.315 2.119 0.14 0.06 0.09
H -5.593 -2.617 1.909 -0.15 0.03 0.17
H -4.738 -3.304 3.314 0.01 -0.10 -0.10
H -4.294 -0.197 4.831 0.61 0.16 0.53
C 0.134 -3.754 3.840 1.02 -0.05 -1.30
C -0.626 -2.789 4.660 -1.45 1.87 0.58
C 0.172 -1.750 5.509 0.01 -0.66 -0.18
O -1.569 -2.030 3.795 1.55 -0.88 -0.10
H 0.647 -4.536 4.400 -0.25 0.00 0.26
H 0.919 -3.269 3.261 0.10 0.22 -0.08
H -0.526 -4.198 3.094 -0.08 -0.26 0.18
H -1.266 -3.400 5.297 -0.07 0.19 0.47
H 0.527 -2.212 6.430 0.01 -0.04 0.11
H -0.419 -0.873 5.775 -0.38 -0.27 0.04
H 1.055 -1.320 5.037 0.00 -0.33 -0.44
H -2.395 -1.898 4.266 -0.18 0.26 0.10
C -5.076 3.360 -4.185 1.20 1.14 0.87
O -3.931 2.821 -3.456 0.14 -0.33 -0.24
C -3.076 3.681 -2.586 -2.16 -0.25 -0.36
C -1.828 2.950 -2.134 -0.85 0.30 -0.91
N -0.945 2.704 -3.274 0.07 0.12 1.62
C 0.169 1.835 -2.936 0.80 -0.50 -1.93
C 0.944 1.596 -4.239 0.34 -0.08 0.86
O 0.076 0.948 -5.145 -0.09 0.17 0.43
C 0.727 0.366 -6.229 -0.18 0.24 -1.09
H -5.894 2.692 -4.453 0.54 -0.92 0.66
H -4.778 3.781 -5.146 0.39 0.23 0.00
H -5.525 4.150 -3.583 -0.09 0.19 0.00
H -3.657 3.903 -1.691 -0.17 0.01 0.17
H -2.910 4.656 -3.045 0.33 -0.34 -0.44
H -2.159 2.045 -1.626 -0.04 -0.47 0.01
H -1.418 3.576 -1.341 0.56 0.18 -0.22
H -1.511 2.211 -3.951 -0.02 -0.02 -0.36
H -0.097 0.817 -2.654 -0.53 -0.16 0.60
H 0.897 2.202 -2.213 -0.36 0.55 0.21
H 1.825 0.990 -4.028 0.07 -0.30 0.03
H 1.341 2.540 -4.612 -0.25 0.25 -0.41
H 1.076 -0.654 -6.069 0.05 -0.14 0.37
H 1.559 0.968 -6.594 0.26 0.13 0.17
H 0.014 0.359 -7.054 -0.09 -0.23 -0.04
C -10.600 -3.501 -3.481 1.17 0.22 0.73
O -10.231 -4.378 -2.432 1.03 -0.79 0.31
C -8.980 -4.076 -1.725 -1.22 0.25 -0.40
C -7.691 -3.984 -2.543 0.11 -0.14 1.35
N -6.602 -3.439 -1.638 -0.05 0.12 -2.66
C -5.295 -3.608 -2.350 -0.36 -0.25 1.91
C -4.097 -3.439 -1.362 -0.71 -0.30 -1.61
O -4.162 -4.357 -0.285 -1.12 0.21 -0.28
C -2.935 -4.720 0.270 0.41 -0.49 -0.07
H -11.333 -3.973 -4.136 -0.03 0.01 0.30
H -9.703 -3.259 -4.051 -0.19 0.11 -0.46
H -10.951 -2.574 -3.029 -0.42 0.23 -0.26
H -8.878 -4.856 -0.971 -0.13 -0.19 -0.16
H -9.147 -3.156 -1.164 0.17 0.37 -0.07
H -7.836 -3.404 -3.455 0.41 0.48 0.30
H -7.428 -4.979 -2.901 0.08 -0.29 -0.02
H -6.566 -3.912 -0.746 -0.05 -0.42 -0.09
H -5.203 -2.980 -3.236 -0.10 0.77 0.55
H -5.194 -4.589 -2.814 -0.14 -0.69 0.33
H -4.020 -2.404 -1.028 0.08 0.07 0.19
H -3.287 -3.680 -2.051 0.76 0.15 0.42
H -2.275 -5.049 -0.533 0.49 0.26 -0.07
H -3.043 -5.598 0.906 -0.41 0.05 0.10
H -2.491 -3.938 0.887 0.21 0.27 -0.13
C 9.125 -0.284 6.328 0.13 0.87 -1.71
O 8.211 0.329 5.358 0.19 0.44 1.31
C 8.826 1.095 4.320 0.49 -1.43 -1.45
C 9.042 0.142 3.103 -0.01 -0.11 -0.47
N 7.974 0.040 2.074 -0.05 -0.71 1.63
C 6.673 -0.217 2.757 -0.54 0.87 -1.41
C 5.501 -0.355 1.712 1.83 -0.08 0.67
O 4.566 -1.231 2.237 0.11 -1.00 0.23
C 3.443 -1.422 1.417 -0.54 1.09 0.63
H 9.697 0.484 6.849 -0.09 0.13 0.14
H 9.833 -0.866 5.739 0.18 -0.33 0.23
H 8.625 -0.929 7.050 -0.43 0.25 -0.39
H 9.818 1.505 4.511 0.02 0.03 0.88
H 8.213 1.921 3.957 -0.43 0.04 0.65
H 9.218 -0.832 3.560 -0.38 -0.33 -0.14
H 9.984 0.312 2.581 0.01 0.53 -0.09
H 7.962 0.880 1.513 -0.20 0.20 0.08
H 6.440 0.594 3.447 -0.16 -0.05 0.28
H 6.742 -1.140 3.333 0.04 0.00 -0.17
H 6.005 -0.733 0.822 -0.19 -0.39 -0.45
H 5.030 0.584 1.422 -0.05 0.48 0.21
H 2.947 -0.452 1.388 -0.50 0.17 -0.35
H 2.748 -2.090 1.927 0.23 -0.22 -0.26
H 3.657 -1.702 0.386 0.26 -0.44 -0.03
C -3.183 -6.578 4.000 0.12 -0.95 0.77
O -2.031 -6.884 3.290 1.19 -0.11 -1.24
C -1.457 -8.187 3.360 -0.87 0.02 -1.85
C -0.311 -8.314 2.311 -0.74 -0.01 2.27
N 0.806 -7.612 2.925 1.14 -0.32 -2.13
C 1.892 -7.458 1.896 -0.80 0.38 0.53
C 1.621 -6.528 0.700 0.82 0.11 -0.04
O 1.391 -5.221 1.122 -0.68 0.76 0.85
C 1.226 -4.210 0.139 0.37 -0.11 0.22
H -2.956 -6.731 5.055 -0.18 0.71 0.50
H -4.000 -7.281 3.838 -0.26 -0.08 -0.58
H -3.479 -5.567 3.721 0.02 -0.07 0.31
H -2.159 -8.952 3.030 -0.74 0.03 0.25
H -1.134 -8.450 4.367 0.35 0.17 0.04
H -0.516 -8.009 1.285 -0.68 0.44 0.10
H -0.184 -9.394 2.246 0.74 -0.16 0.13
H 0.455 -6.682 3.106 0.04 0.39 0.21
H 2.084 -8.423 1.427 0.10 -0.28 0.36
H 2.774 -7.143 2.453 0.17 0.14 -0.34
H 0.864 -6.887 0.004 -0.57 -0.06 0.17
H 2.531 -6.557 0.101 0.44 0.02 -0.24
H 0.459 -4.452 -0.598 0.11 -0.18 -0.19
H 2.191 -3.988 -0.316 0.15 -0.32 -0.57
H 0.962 -3.258 0.599 -0.34 -0.24 0.49
C 4.365 7.330 -4.948 0.03 -0.12 0.55
O 4.114 5.932 -4.848 -0.22 0.32 0.53
C 4.630 5.373 -3.608 0.06 1.73 -1.15
C 4.527 3.912 -3.665 0.82 -0.61 -0.11
N 5.671 3.312 -4.394 -0.56 -0.31 1.08
C 5.369 1.929 -4.752 -0.64 -0.03 0.22
C 5.160 0.949 -3.547 0.43 0.91 0.09
O 3.927 1.126 -2.847 -0.75 -0.58 -0.30
C 3.765 0.269 -1.704 0.71 0.38 -0.67
H 3.987 7.909 -4.106 -0.22 -0.26 0.51
H 3.861 7.793 -5.796 0.25 -0.59 -0.36
H 5.441 7.504 -4.943 0.18 0.15 -0.40
H 4.092 5.747 -2.738 -0.22 0.33 -0.05
H 5.666 5.708 -3.560 0.27 -0.11 0.41
H 3.549 3.681 -4.088 -0.17 -0.33 -0.20
H 4.529 3.552 -2.636 0.06 -0.27 -0.09
H 5.837 3.800 -5.263 -0.14 0.32 -0.02
H 6.167 1.598 -5.417 0.16 -0.45 0.35
H 4.486 1.987 -5.390 -0.55 -0.70 -0.01
H 5.935 1.175 -2.815 0.52 -0.07 -0.02
H 5.286 -0.088 -3.861 -0.13 -0.12 -0.20
H 2.764 0.377 -1.288 0.11 0.52 0.02
H 4.564 0.507 -1.001 -0.19 0.11 0.46
H 3.862 -0.799 -1.900 0.15 -0.18 -0.61
C 0.737 -1.805 -2.561 0.00 -0.45 -0.42
O 0.988 -3.141 -2.962 1.40 -0.39 -0.30
C 2.400 -3.441 -3.225 -1.16 0.31 -0.38
C 2.552 -4.947 -3.497 0.33 0.50 0.90
N 3.970 -5.302 -3.792 -1.06 0.50 -0.49
C 4.082 -6.725 -4.121 -1.24 0.39 -0.33
C 3.912 -7.621 -2.923 1.48 -0.76 0.87
O 2.599 -7.966 -2.570 -0.18 -0.09 -0.18
C 2.521 -8.868 -1.476 -0.42 0.32 -0.07
H -0.341 -1.775 -2.404 0.15 0.26 0.22
H 1.005 -1.068 -3.318 0.00 -0.04 -0.42
H 1.297 -1.511 -1.673 -0.06 -0.23 0.46
H 2.992 -3.020 -2.413 0.18 -0.48 0.49
H 2.753 -2.897 -4.101 -0.19 0.15 -0.35
H 1.861 -5.225 -4.294 0.33 0.06 -0.32
H 2.204 -5.500 -2.625 -0.19 -0.01 0.21
H 4.463 -5.096 -2.936 0.40 -0.11 0.03
H 4.949 -6.955 -4.741 0.47 0.13 0.60
H 3.271 -6.921 -4.822 -0.25 -0.14 -0.01
H 4.404 -7.163 -2.065 -0.08 0.71 0.42
H 4.566 -8.491 -2.988 -0.26 -0.75 -0.62
H 3.196 -8.622 -0.656 0.31 0.20 -0.07
H 2.695 -9.907 -1.757 0.08 -0.06 -0.26
H 1.510 -8.764 -1.083 -0.02 -0.21 -0.08
C -6.427 7.936 -5.988 -0.53 0.94 1.37
O -5.155 8.139 -5.400 0.13 -0.16 -0.41
C -4.863 7.335 -4.255 0.81 0.23 -1.03
C -3.393 7.684 -3.930 -0.13 0.37 0.99
N -2.818 7.236 -2.649 0.13 0.73 -0.57
C -3.553 7.569 -1.425 0.61 -0.90 -0.05
C -2.746 7.213 -0.165 -0.76 0.59 -0.92
O -2.576 5.849 -0.012 0.69 -1.22 0.69
C -1.670 5.568 1.077 0.03 -0.28 -1.15
H -6.720 6.918 -6.245 0.58 -0.23 -0.28
H -6.581 8.647 -6.800 0.46 -0.34 -0.25
H -7.147 8.260 -5.236 -0.52 -0.08 0.16
H -4.983 6.304 -4.587 -0.05 -0.34 0.51
H -5.495 7.582 -3.401 -0.35 -0.07 -0.05
H -3.375 8.773 -3.874 -0.11 0.24 -0.17
H -2.753 7.445 -4.779 0.04 -0.36 0.19
H -2.360 6.336 -2.677 -0.35 0.18 0.31
H -4.539 7.110 -1.505 -0.26 -0.13 0.78
H -3.699 8.636 -1.262 -0.02 0.33 -0.76
H -3.258 7.590 0.720 -0.14 0.37 0.14
H -1.798 7.738 -0.280 0.32 -0.01 0.17
H -0.642 5.685 0.733 0.14 0.34 -0.03
H -1.749 4.508 1.322 -0.40 0.12 0.25
H -1.832 6.236 1.923 -0.18 -0.14 0.12
C 2.093 2.901 0.743 -0.54 0.07 -1.14
O 1.901 3.805 1.780 -0.42 -0.14 0.81
C 3.102 4.027 2.503 -0.71 0.14 -0.08
C 2.888 5.103 3.602 0.43 -0.06 -0.89
N 2.780 6.504 3.165 0.42 -0.39 -0.83
C 1.608 6.765 2.339 -0.73 1.40 -0.50
C 1.550 8.279 1.821 -0.35 -1.27 -1.11
O 0.272 8.615 1.267 -0.72 -1.42 1.55
C 0.232 9.830 0.597 0.02 0.08 -0.13
H 2.542 1.935 0.975 0.17 -0.08 0.65
H 2.701 3.360 -0.037 0.28 0.04 -0.27
H 1.116 2.692 0.307 -0.05 0.02 0.01
H 3.854 4.182 1.730 0.56 0.92 0.30
H 3.391 3.074 2.947 0.05 -0.09 0.54
H 3.757 5.017 4.253 -0.03 0.13 0.16
H 1.991 4.877 4.179 -0.17 -0.68 0.08
H 2.759 7.063 4.006 -0.09 0.22 -0.04
H 0.679 6.472 2.829 -0.41 0.42 0.54
H 1.551 6.111 1.468 0.70 0.13 -0.09
H 2.168 8.337 0.925 1.01 0.02 0.39
H 1.848 9.031 2.552 0.11 -0.11 0.28
H 0.583 9.681 -0.424 0.38 0.37 -0.17
H 0.807 10.572 1.150 0.15 0.32 -0.25
H -0.801 10.171 0.529 -0.05 -0.09 0.14
C -3.045 -0.499 -3.504 0.27 0.77 -0.14
O -3.230 -1.801 -4.007 -0.09 0.63 -0.01
C -2.239 -2.209 -4.931 0.85 -0.11 1.83
C -2.346 -3.692 -5.002 -0.78 -1.30 -1.69
N -3.660 -4.254 -5.423 1.12 0.20 1.13
C -4.092 -3.808 -6.721 -0.98 -0.67 0.51
C -5.634 -4.054 -6.781 0.85 0.61 -0.44
O -6.334 -3.351 -5.745 0.23 -0.16 -0.78
C -6.371 -1.934 -5.946 -0.59 -0.41 1.23
H -3.646 -0.304 -2.616 -0.36 -0.36 -0.22
H -3.251 0.275 -4.244 -0.41 0.02 -0.23
H -2.021 -0.274 -3.208 0.42 -0.46 0.03
H -1.262 -2.153 -4.451 0.41 0.75 0.14
H -2.133 -1.605 -5.832 -0.71 -0.09 -0.30
H -1.965 -4.166 -4.096 -0.58 0.20 0.36
H -1.584 -4.004 -5.717 -0.03 -0.22 -0.47
H -4.380 -3.992 -4.765 0.15 0.09 0.29
H -3.522 -4.433 -7.409 -0.36 0.26 -0.71
H -3.900 -2.749 -6.892 0.11 0.24 -0.26
H -5.853 -5.120 -6.715 -0.04 0.10 0.41
H -6.003 -3.710 -7.747 -0.10 0.05 -0.21
H -5.495 -1.476 -5.488 0.34 0.18 -0.59
H -7.200 -1.578 -5.335 -0.16 -0.06 0.10
H -6.625 -1.623 -6.959 0.53 -0.19 -0.25
C 1.950 1.595 4.932 0.26 -0.03 2.13
O 1.873 0.914 6.237 0.08 0.67 -1.07
C 1.050 1.521 7.238 -1.02 0.73 -1.74
C 1.408 2.967 7.674 1.52 -0.64 1.47
N 2.683 2.932 8.407 0.91 0.59 0.21
C 2.587 2.315 9.730 -0.73 -0.73 -0.56
C 3.912 2.106 10.489 -1.50 0.73 0.12
O 3.633 1.318 11.653 0.38 0.02 -1.34
C 4.822 0.993 12.361 -1.06 0.89 -0.05
H 2.490 2.516 5.157 0.17 0.18 -0.58
H 0.980 1.866 4.515 -0.22 -0.28 0.05
H 2.522 0.949 4.266 -0.13 0.03 0.11
H 1.031 0.719 7.976 0.00 0.71 0.56
H 0.038 1.635 6.849 -0.47 -0.44 -0.24
H 0.687 3.443 8.338 -0.48 -0.58 0.14
H 1.546 3.757 6.936 -0.21 -0.66 -0.85
H 3.283 2.359 7.831 0.43 -0.06 -0.03
H 2.101 1.349 9.599 0.14 -0.52 0.41
H 1.836 2.892 10.270 0.40 0.24 0.51
H 4.244 3.102 10.786 0.43 0.10 0.17
H 4.663 1.674 9.827 0.11 -0.35 0.04
H 5.551 0.462 11.749 -0.09 -0.38 0.05
H 4.430 0.450 13.221 0.69 -0.17 0.03
H 5.260 1.948 12.653 0.40 -0.05 0.44
```
Positions in Å, forces in eV/Å.

The value obtained for the molar mass is 1512.198 g/mol. The calculation puts the energy at -5010.7840 Eh. For the maximum force, the calculation gives 2.66 eV/A. The energy above the lowest of the compared OMol25 structures with the same formula, charge and spin comes out at 17.8 kcal per mole.